Below is 3 unconnected molecules or ions with the total composition C4H14O2 at a distorted geometry, with properties calculated with ωB97M-V with the def2-TZVPD basis set.

Geometry as ORCA input:
```
! RIJCOSX wB97M-V def2-TZVPD def2/J DEFGRID3
* xyz 0 1
C 1.095 3.050 1.550
C -0.615 0.173 1.433
C -0.651 1.470 0.598
C -0.378 2.746 1.409
H 1.696 2.259 1.983
H 1.359 3.970 2.087
H 1.507 3.232 0.543
H -0.148 0.393 2.399
H -0.112 -0.663 0.968
H -1.633 -0.072 1.714
H -1.620 1.549 0.102
H 0.059 1.324 -0.213
H -0.843 3.622 0.950
H -0.840 2.503 2.362
H 3.585 -0.822 -3.706
H 3.958 -0.496 -5.081
O 3.530 -1.211 -4.590
H -3.412 -5.729 -0.347
H -2.650 -5.267 1.008
O -3.197 -5.024 0.263
*
```

Summary:
- DFT total energy (Ha) = -311.252383
- SMILES = CCCC.O.O
- energy above the lowest of the compared OMol25 structures with the same formula, charge and spin (kcal/mol) = 17.3
- LUMO level (eV) = 0.83
- HOMO energy (eV) = -11.20
- M (g mol⁻¹) = 94.15



Below is C6H10FN in the gas phase at a distorted geometry, with properties calculated with ωB97M-V with the def2-TZVPD basis set.

Geometry as ORCA input:
```
! RIJCOSX wB97M-V def2-TZVPD def2/J DEFGRID3
* xyz 0 1
C -1.050 0.131 0.327
C -0.450 0.926 -0.827
C 1.095 1.261 -0.424
C 1.400 0.132 0.597
C 1.152 -1.186 0.062
C 0.137 -0.610 0.953
H -2.989 -0.341 -0.143
H -2.100 -1.693 0.089
H -1.358 0.781 1.178
H -0.445 0.331 -1.771
H -1.076 1.799 -1.091
H 1.709 1.146 -1.320
H 1.235 2.250 0.036
H 2.139 0.253 1.388
H 1.763 -1.985 0.480
H 0.011 -0.980 2.003
N -2.095 -0.720 -0.264
F 0.922 -1.497 -1.272
*
```

Summary:
- DFT total energy (Ha) = -389.187795
- SMILES = N[C@@H]1CC[C@@H]2[C@H](F)[C@@H]21
- energy above the lowest of the compared OMol25 structures with the same formula, charge and spin (kcal/mol) = 16.8
- LUMO level (eV) = 0.97
- HOMO energy (eV) = -9.08
- M (g mol⁻¹) = 115.15



Below is 3 unconnected molecules or ions with the total composition C4H8N2O at a distorted geometry, with properties calculated with ωB97M-V with the def2-TZVPD basis set.

Geometry as ORCA input:
```
! RIJCOSX wB97M-V def2-TZVPD def2/J DEFGRID3
* xyz 0 1
C 0.643 0.807 -1.032
C 1.505 -0.447 -0.986
N -1.423 -0.212 1.622
C -1.585 -0.681 0.504
C -0.180 1.338 2.010
N -1.993 -1.009 -0.587
O 0.026 1.350 3.138
H -1.852 -0.524 2.475
H -1.683 -1.779 -1.148
H 0.345 1.119 0.014
H -0.203 0.682 -1.709
H 1.228 1.655 -1.394
H 1.849 -0.731 -1.983
H 2.382 -0.285 -0.360
H 0.941 -1.283 -0.567
*
```

Summary:
- DFT total energy (Ha) = -341.888089
- energy above the lowest of the compared OMol25 structures with the same formula, charge and spin (kcal/mol) = 72.5
- LUMO level (eV) = 0.66
- HOMO energy (eV) = -9.43
- M (g mol⁻¹) = 100.12



Below is 4 unconnected molecules or ions with the total composition C18H36Cl6NO3 at a distorted geometry, with properties calculated with ωB97M-V with the def2-TZVPD basis set.

Geometry as ORCA input:
```
! RIJCOSX wB97M-V def2-TZVPD def2/J DEFGRID3
* xyz -1 1
C 5.995 0.567 0.401
C 6.306 1.953 -0.476
O 5.559 2.009 -1.745
C 4.126 2.270 -1.538
C 3.274 1.625 -2.808
O 2.710 0.294 -2.534
C 3.689 -0.785 -2.740
C 3.524 -2.077 -1.745
C 2.007 -2.237 -1.147
C 1.682 -1.203 0.126
C 0.358 -0.335 -0.350
C 0.594 1.250 0.119
N -0.648 2.120 -0.157
C -0.197 3.513 0.328
C 0.824 4.471 -0.532
O -0.660 3.894 1.541
H 6.974 0.104 0.864
H 5.522 -0.193 -0.357
H 5.196 0.847 1.221
H 7.457 1.862 -0.778
H 6.233 2.929 0.179
H 3.965 3.436 -1.478
H 3.680 1.802 -0.560
H 2.398 2.407 -3.018
H 3.960 1.634 -3.757
H 4.788 -0.359 -2.552
H 3.657 -1.089 -3.875
H 4.204 -1.876 -0.785
H 1.952 -3.326 -0.660
H 1.170 -2.215 -1.969
H 2.593 -0.434 0.121
H 1.549 -1.761 1.146
H 0.262 -0.280 -1.539
H -0.630 -0.787 0.105
H 1.460 1.751 -0.521
H 0.846 1.312 1.266
H -0.814 2.198 -1.192
H 0.447 5.577 -0.475
H 1.929 4.458 -0.083
H 0.915 4.035 -1.615
Cl -2.074 -0.035 -2.214
C -2.756 -1.461 -3.034
C -3.621 -2.298 -2.105
Cl -2.663 -3.111 -0.843
H -1.927 -2.044 -3.447
H -3.358 -1.088 -3.868
H -4.126 -3.084 -2.675
H -4.387 -1.691 -1.611
Cl -5.498 -0.752 0.099
C -5.319 0.532 1.320
C -3.885 0.665 1.808
Cl -3.372 -0.740 2.777
H -6.007 0.315 2.143
H -5.638 1.465 0.847
H -3.791 1.544 2.452
H -3.184 0.777 0.975
Cl -7.322 -2.303 4.166
C -5.738 -2.925 4.692
C -5.860 -4.239 5.447
Cl -6.640 -4.033 7.035
H -5.256 -2.153 5.301
H -5.139 -3.069 3.789
H -4.865 -4.653 5.635
H -6.434 -4.978 4.880
*
```

Summary:
- DFT total energy (Ha) = -3748.772682
- LUMO level (eV) = 2.13
- HOMO energy (eV) = -1.71
- M (g mol⁻¹) = 527.21



Below is 2 unconnected molecules or ions with the total composition C4H9NO2, with properties calculated with ωB97M-V with the def2-TZVPD basis set.

Geometry as ORCA input:
```
! RIJCOSX wB97M-V def2-TZVPD def2/J DEFGRID3
* xyz 0 1
C -1.195 1.378 -0.082
C -1.112 0.035 0.646
C -1.310 -1.168 -0.231
O -0.720 -2.223 -0.119
N 1.662 -0.721 -0.600
C 2.383 0.048 0.245
O 2.251 0.055 1.454
H -0.240 1.651 -0.542
H -1.460 2.170 0.623
H -1.958 1.370 -0.870
H -0.189 -0.055 1.229
H -1.956 -0.058 1.345
H -2.107 -1.065 -0.998
H 1.040 -1.429 -0.225
H 1.798 -0.680 -1.595
H 3.113 0.692 -0.280
*
```

Summary:
- DFT total energy (Ha) = -363.044233
- SMILES = CCC=O.NC=O
- energy above the lowest of the compared OMol25 structures with the same formula, charge and spin (kcal/mol) = 25.9
- LUMO level (eV) = 0.75
- HOMO energy (eV) = -9.98
- M (g mol⁻¹) = 103.12



Below is a molecular structure, C26H28O4S2 at a distorted geometry, with properties calculated with ωB97M-V with the def2-TZVPD basis set.

Geometry as ORCA input:
```
! RIJCOSX wB97M-V def2-TZVPD def2/J DEFGRID3
* xyz 0 1
O 0.606 -0.978 0.496
C 0.756 -2.019 1.362
C -0.341 -3.225 1.531
O -0.078 -4.428 0.726
S 1.116 -4.167 -0.464
O 1.043 -5.395 -1.453
O 2.712 -4.309 0.211
S 3.546 -5.291 -0.940
H 1.705 -2.053 2.085
H -1.451 -2.895 1.305
H -0.318 -3.559 2.677
H 3.599 -6.569 -0.303
C -1.309 0.293 -1.462
C -1.213 -0.485 -2.615
C -1.996 -0.182 -3.729
C -2.868 0.907 -3.693
C -2.961 1.687 -2.541
C -2.185 1.378 -1.424
H -0.702 0.055 -0.593
H -0.529 -1.329 -2.646
H -1.926 -0.792 -4.625
H -3.475 1.146 -4.562
H -3.640 2.536 -2.513
H -2.262 1.983 -0.525
C 1.392 -7.925 1.440
C 1.876 -7.591 2.705
C 2.317 -8.591 3.571
C 2.282 -9.926 3.169
C 1.801 -10.261 1.903
C 1.352 -9.261 1.040
H 1.046 -7.146 0.767
H 1.910 -6.549 3.016
H 2.688 -8.331 4.558
H 2.630 -10.706 3.842
H 1.776 -11.301 1.589
H 0.973 -9.522 0.056
C 1.929 3.776 0.068
C 1.302 2.846 -0.760
C 0.719 3.259 -1.958
C 0.772 4.602 -2.333
C 1.402 5.531 -1.506
C 1.977 5.120 -0.304
H 2.380 3.455 1.003
H 1.266 1.799 -0.471
H 0.224 2.535 -2.600
H 0.322 4.923 -3.268
H 1.445 6.578 -1.799
H 2.464 5.846 0.342
C -2.036 7.027 -0.295
C -2.994 8.041 -0.313
C -3.134 8.889 0.786
C -2.308 8.728 1.899
C -1.349 7.717 1.916
C -1.215 6.863 0.821
H -1.930 6.364 -1.150
H -3.632 8.170 -1.183
H -3.884 9.674 0.774
H -2.414 9.392 2.753
H -0.705 7.593 2.783
H -0.471 6.072 0.836
*
```

Summary:
- DFT total energy (Ha) = -2104.667853
- LUMO level (eV) = -1.31
- HOMO energy (eV) = -9.01
- M (g mol⁻¹) = 468.64



Below is 5 unconnected molecules or ions with the total composition CH11O5 at a distorted geometry, with properties calculated with ωB97M-V with the def2-TZVPD basis set.

Geometry as ORCA input:
```
! RIJCOSX wB97M-V def2-TZVPD def2/J DEFGRID3
* xyz -1 1
C 1.612 -0.350 -1.302
O 0.287 -0.592 -0.943
H 2.278 -1.220 -1.239
H 1.603 -0.110 -2.375
H 2.071 0.437 -0.682
H 0.376 1.266 -0.979
H -0.165 1.742 0.308
O 0.175 2.111 -0.515
H -1.226 -0.931 -2.121
H -2.297 -0.464 -1.487
O -2.196 -1.115 -2.205
H 0.119 -1.996 1.550
H 0.045 -0.942 0.308
O -0.332 -1.173 1.340
H -0.919 1.490 2.781
H -0.434 0.537 3.842
O -0.997 1.308 3.718
*
```

Summary:
- DFT total energy (Ha) = -420.916892
- energy above the lowest of the compared OMol25 structures with the same formula, charge and spin (kcal/mol) = 21.3
- LUMO level (eV) = 3.85
- HOMO energy (eV) = -4.85
- M (g mol⁻¹) = 103.09



Below is C21H30N4O in the gas phase, with properties calculated with ωB97M-V with the def2-TZVPD basis set.

Geometry as ORCA input:
```
! RIJCOSX wB97M-V def2-TZVPD def2/J DEFGRID3
* xyz 0 1
C -0.899 3.173 4.072
H -1.771 2.778 3.559
H -1.089 4.209 4.342
H -0.749 2.595 4.981
C 0.343 3.081 3.188
N 0.645 1.704 2.856
C -0.223 0.979 2.051
C -0.172 -0.423 2.048
C -1.040 -1.193 1.293
C -1.988 -0.558 0.498
C -2.058 0.821 0.487
C -1.197 1.587 1.252
H -1.287 2.661 1.213
H -2.797 1.317 -0.127
H -2.672 -1.145 -0.093
C -0.948 -2.687 1.320
H -0.385 -3.030 2.185
H -0.446 -3.034 0.414
H -1.940 -3.131 1.348
H 0.533 -0.932 2.688
C 2.036 1.326 2.936
H 2.125 0.248 2.812
H 2.412 1.576 3.934
C 2.925 2.012 1.882
H 3.012 3.077 2.100
H 3.923 1.573 1.934
C 2.386 1.866 0.456
N 2.187 0.492 0.054
C 3.087 -0.173 -0.691
O 4.163 0.279 -1.020
C 2.614 -1.566 -1.121
N 1.336 -1.501 -1.773
C 0.919 -0.571 -2.662
C -0.346 -0.936 -3.060
C -0.610 -2.123 -2.350
N 0.415 -2.447 -1.580
C -1.864 -2.911 -2.497
C -2.935 -2.040 -3.157
C -2.377 -1.332 -4.392
H -3.184 -0.838 -4.936
C -1.319 -0.301 -3.992
H -0.807 0.089 -4.876
H -1.802 0.545 -3.491
H -1.927 -2.073 -5.057
H -3.790 -2.660 -3.437
H -3.283 -1.287 -2.447
H -2.200 -3.280 -1.527
H -1.661 -3.786 -3.124
H 1.542 0.256 -2.939
H 3.372 -1.987 -1.792
H 2.512 -2.223 -0.253
H 1.324 0.044 0.333
H 1.432 2.391 0.357
H 3.109 2.301 -0.239
H 0.217 3.711 2.296
H 1.197 3.476 3.744
*
```

Summary:
- DFT total energy (Ha) = -1112.501700
- SMILES = CCN(CCCNC(=O)Cn1cc2c(n1)CCCC2)c1cccc(C)c1
- energy above the lowest of the compared OMol25 structures with the same formula, charge and spin (kcal/mol) = 24.5
- LUMO level (eV) = 0.78
- HOMO energy (eV) = -7.75
- M (g mol⁻¹) = 354.50